# C23H31Cl2InN4O3

A molecular structure, C23H31Cl2InN4O3 at a distorted geometry (the ωB97M-V functional and the def2-TZVPD basis, the OMol25 dataset).

```
64
Properties=species:S:1:pos:R:3:nbo_charge:R:1
O 0.80 1.91 -3.30 -0.500
C 1.48 1.59 -4.26 0.432
C 2.34 2.55 -5.04 -0.158
C 2.90 3.67 -4.40 -0.168
H 2.96 3.66 -3.31 0.236
C 3.37 4.74 -5.15 -0.202
H 3.80 5.60 -4.65 0.215
C 3.31 4.70 -6.55 -0.199
H 3.61 5.58 -7.13 0.217
C 2.90 3.53 -7.19 -0.219
H 2.95 3.45 -8.27 0.216
C 2.43 2.43 -6.44 -0.187
H 2.13 1.49 -6.89 0.216
H 1.50 0.56 -4.70 0.107
C -1.79 0.95 -2.49 -0.677
C -1.51 -0.05 -1.45 -0.358
H -2.86 0.98 -2.76 0.184
H -1.20 0.72 -3.39 0.224
H -1.48 1.96 -2.17 0.235
C -2.27 -1.05 -1.03 -0.236
C -3.79 -1.08 -1.06 -0.654
H -1.84 -1.95 -0.60 0.193
H -4.20 -0.55 -1.92 0.206
H -4.21 -0.64 -0.14 0.204
H -4.12 -2.13 -1.09 0.198
In 0.22 0.45 -0.04 1.472
Cl -0.69 2.61 0.39 -0.625
Cl 2.47 0.48 -0.82 -0.614
C -2.32 0.44 2.50 0.539
O -1.61 -0.34 1.83 -0.645
N -2.72 0.22 3.77 -0.423
C -2.34 -0.98 4.51 -0.422
C -3.67 1.11 4.42 -0.402
H -2.67 1.40 2.08 0.156
H -1.71 -1.61 3.89 0.239
H -3.25 -1.52 4.82 0.201
H -1.79 -0.70 5.42 0.198
H -3.81 1.98 3.78 0.218
H -3.30 1.42 5.41 0.202
H -4.64 0.61 4.56 0.197
H 0.36 -5.50 1.20 0.199
H 2.64 -5.49 -0.09 0.200
C -0.03 -4.85 0.41 -0.423
C 2.14 -4.83 -0.82 -0.403
N 1.07 -4.08 -0.17 -0.401
H -0.79 -4.18 0.81 0.249
C 1.14 -2.74 -0.12 0.530
O 0.23 -2.02 0.39 -0.670
H 2.87 -4.11 -1.22 0.221
H 2.06 -2.28 -0.54 0.173
H -0.46 -5.50 -0.37 0.206
H 1.73 -5.45 -1.64 0.205
N 0.48 0.05 7.67 -0.275
C 0.70 0.13 6.53 0.265
C 0.92 0.20 5.10 -0.130
C 1.11 -0.95 4.34 -0.208
C 1.18 -0.84 2.96 0.081
N 1.02 0.32 2.32 -0.442
C 0.99 1.44 3.04 0.069
C 0.91 1.43 4.43 -0.211
H 1.18 -1.94 4.79 0.235
H 1.36 -1.74 2.35 0.226
H 0.98 2.38 2.48 0.249
H 0.82 2.37 4.97 0.241
```

The value obtained for the total energy is -2450.29752 a.u. As for the total charge: 0. As for the spin multiplicity: 1. As for the relative energy (zero: lowest compared OMol25 entry of this formula, charge and spin): 23.8 kJ/mol.